Record 1
21
Properties=species:S:1:pos:R:3 method="wB97M-V/def2-TZVPD" energy_ha=-440.2928 total_charge=+1 s_squared=0.7619 spin_multiplicity=2 de_lowest_kcal_mol=61.0
C 1.75811 1.20123 0.22458
C 0.78737 0.10745 0.15240
C -0.36992 0.17965 0.90423
N -1.40310 -0.67431 0.74968
C -1.61444 -1.80692 1.28612
H 2.76674 0.99079 -0.11852
H 1.69885 1.68294 1.20395
H 1.38848 2.02084 -0.42617
H 0.91983 -0.55704 -0.68238
H -0.59308 1.04804 1.49782
H -0.97100 -2.17181 2.07728
H -2.56526 -2.21188 1.00531
H 0.09924 -3.92118 0.30162
H 0.71670 -2.48164 0.66492
O 0.83160 -3.30840 0.20476
H -1.48003 3.38782 -1.00636
H -1.32814 2.50397 0.18278
O -1.09134 3.38452 -0.12427
H 0.95500 0.26238 -2.59936
H -0.58259 -0.13072 -2.59471
O 0.07697 0.49427 -2.90366

Record 2
23
Properties=species:S:1:pos:R:3 method="wB97M-V/def2-TZVPD" energy_ha=-384.5584 total_charge=0 de_lowest_kcal_mol=46.1
C -2.56834 -0.90886 0.56616
C -1.33070 -0.98474 -0.19864
C -0.00744 -0.87099 0.16433
N 0.71678 -1.36561 -0.89283
C -0.12936 -1.64075 -1.99522
N -1.39027 -1.31232 -1.59613
H -3.32878 -1.65086 0.34849
H -3.17191 0.01228 0.42595
H -2.47757 -0.61539 1.58461
H 0.43528 -0.67172 1.16811
H 1.68830 -1.42512 -0.84931
H 0.20205 -2.30431 -2.83462
C 0.32739 2.45432 1.75847
C 1.82337 1.97528 1.49450
C 2.02212 1.55956 -0.08133
H 0.36132 3.50666 1.93053
H -0.16041 1.88156 2.54885
H -0.23891 2.31653 0.89960
H 2.61116 2.75744 1.51314
H 1.96054 1.02853 2.02679
H 1.64715 2.40473 -0.73570
H 2.97821 1.25530 -0.46348
H 1.38571 0.74696 -0.38984

Record 3
16
Properties=species:S:1:pos:R:3 method="wB97M-V/def2-TZVPD" energy_ha=-271.5567 total_charge=0 de_lowest_kcal_mol=123.0
C 2.47864 -0.01233 -0.22668
C 1.34500 0.65877 0.48292
O 0.16707 0.81743 -0.21445
C -0.41634 -0.39563 0.20535
C -1.93779 -0.14284 0.54163
C -2.35809 0.02803 -0.81404
H 3.31099 -0.19247 0.45932
H 2.85564 0.61259 -1.05188
H 2.17611 -0.97192 -0.65869
H 0.30613 -0.57610 1.14588
H 1.58850 1.50982 1.12377
H -0.26161 -1.20737 -0.51809
H -2.32997 -1.02874 1.04722
H -1.98007 0.73512 1.18958
H -2.68823 -0.82087 -1.40386
H -2.25598 0.98652 -1.30797

Record 4
19
Properties=species:S:1:pos:R:3 method="wB97M-V/def2-TZVPD" energy_ha=-364.5372 total_charge=+1 de_lowest_kcal_mol=61.5
C 1.16005 -0.09980 1.59889
C 0.93752 0.42500 0.17250
C -0.02992 -0.37654 -0.63328
C -1.42454 -1.08300 -0.41487
O -2.13077 -0.85580 0.58023
N -0.16982 -0.06582 2.31146
H 1.44853 -1.27808 1.55988
H 1.92591 0.38203 2.10188
H 0.78449 1.47085 0.22166
H 1.95112 0.34407 -0.32152
H -0.14529 0.29786 -1.43101
H 0.53930 -1.45224 -0.94617
H -1.83350 -1.74545 -1.18277
H -0.01858 -0.54882 3.16423
H -0.77199 -0.68236 1.73948
H -0.60835 0.89414 2.45133
H -1.17532 1.76553 -3.34190
H -0.12339 1.21596 -4.26929
O -0.31544 1.39248 -3.36073

Record 5
29
Properties=species:S:1:pos:R:3 method="wB97M-V/def2-TZVPD" energy_ha=-2995.7027 total_charge=+1 s_squared=0.7570 spin_multiplicity=2 de_lowest_kcal_mol=40.5
Pt 0.87749 -1.15989 0.14324
S 3.13759 -4.56859 1.92304
Sb 3.49429 -2.26049 1.95934
S 3.24189 -1.63889 -0.40636
S 1.23619 -1.40849 2.51804
C -1.71211 -3.87189 -1.84696
S -0.59311 -2.76779 -1.00406
O -1.36471 -1.83669 -0.15816
O 0.37989 -3.47769 -0.14636
O 0.15849 -1.97369 -1.99736
H -2.00851 -4.66799 -1.17856
H -1.20261 -4.24729 -2.72526
H -2.56831 -3.27979 -2.13556
N 2.13469 1.10221 -2.02056
C 1.31719 1.67571 -1.14246
N 0.62789 1.00171 -0.24576
C -0.20141 1.79801 0.50124
C -1.11081 1.36231 1.46404
C -1.88261 2.30171 2.11664
C -1.76161 3.66211 1.82574
C -0.87641 4.10761 0.85694
C -0.10441 3.17101 0.19434
S 1.06639 3.40871 -1.08576
H 2.05159 0.10581 -2.18456
H 2.66379 1.65041 -2.67926
H -1.22021 0.30361 1.65274
H -2.60161 1.97461 2.85114
H -2.38171 4.38051 2.34034
H -0.79721 5.15311 0.61014

Record 6
131
Properties=species:S:1:pos:R:3 method="wB97M-V/def2-TZVPD" energy_ha=-2392.0542 total_charge=+1 s_squared=2.0083 spin_multiplicity=3
C -0.48994 -5.10314 4.54810
C -0.51387 -4.16778 3.35597
O -0.18567 -4.82600 2.14897
C 1.14280 -4.62354 1.70362
C 1.35272 -3.38372 0.84656
O 0.43313 -3.28753 -0.22470
C -0.75776 -2.57521 0.03127
C -0.60989 -1.07229 -0.19064
O -0.30562 -0.29042 0.96838
C -1.10121 0.84646 1.17599
C -1.54779 1.01128 2.62498
C -2.15991 -0.28960 3.17025
C -3.34540 -0.85375 2.37089
C -4.51404 -1.31435 3.28015
C -5.78622 -0.44702 3.19385
C -6.08445 0.32707 4.47648
O -6.94450 -0.36450 5.36772
C -6.31070 -1.14466 6.29155
C -6.79310 -2.55476 6.31120
O -5.43394 -0.70496 6.99239
C -2.65929 2.10252 2.73049
C -2.53263 2.53250 4.13774
N -1.38615 2.23614 4.61522
C -0.46861 1.62066 3.58349
N 0.28661 2.74663 3.08262
C 0.48447 0.67865 4.31424
C 1.48973 -0.05964 3.43311
C 2.79459 -0.40556 4.18337
O 2.63868 -0.27627 5.57818
C 3.13582 -1.34182 6.37165
H -1.11456 -5.97262 4.35308
H 0.51922 -5.39961 4.82970
H -0.92422 -4.58216 5.40679
H 0.13692 -3.30181 3.52884
H -1.52859 -3.76988 3.24380
H 1.41154 -5.50583 1.12174
H 1.82729 -4.59292 2.56248
H 2.34070 -3.48515 0.38996
H 1.36927 -2.45482 1.42623
H -1.15475 -2.76919 1.02996
H -1.48697 -2.95006 -0.68888
H 0.24058 -0.92819 -0.86338
H -1.50616 -0.70314 -0.69470
H -1.97276 0.86760 0.51639
H -0.50948 1.73586 0.91715
H -2.43244 -0.17002 4.22174
H -1.36513 -1.03672 3.16452
H -3.75110 -0.10673 1.68492
H -3.02790 -1.69344 1.75547
H -4.76474 -2.35016 3.04974
H -4.14740 -1.32441 4.31045
H -6.64102 -1.08032 2.95722
H -5.69185 0.30240 2.40451
H -5.14250 0.55728 4.98695
H -6.54929 1.28560 4.24248
H -6.51285 -3.00392 7.26083
H -7.86926 -2.61471 6.16559
H -6.30269 -3.08472 5.49206
H -3.67690 1.72562 2.60826
H -2.57475 2.93711 2.02881
H -3.29331 2.98463 4.76335
H -1.06830 2.39353 5.56437
H 1.12589 2.44541 2.60142
H -0.22563 3.31689 2.41916
H 0.99053 1.25283 5.08922
H -0.12948 -0.06348 4.83093
H 1.74135 0.49561 2.52925
H 1.02573 -0.98160 3.09313
H 3.10082 -1.41923 3.90931
H 3.59769 0.25422 3.83808
H 2.31238 -1.96717 6.72431
H 3.63729 -0.91952 7.24234
H 3.86158 -1.94716 5.82828
C 4.05179 2.58720 -1.75663
C 2.66650 2.58360 -1.06576
C 1.61478 1.91044 -1.94825
C 1.08720 2.75059 -3.10266
C 0.67405 4.14056 -2.61965
C 1.77840 4.85822 -1.84565
N 2.23266 3.97343 -0.72253
O 1.40851 3.99054 0.27080
C 2.93322 5.22477 -2.78753
C 1.26254 6.16631 -1.26260
C 2.81027 1.77860 0.22112
H 4.57806 3.52492 -1.58996
H 4.68209 1.79770 -1.34980
H 3.98179 2.42041 -2.83098
H 0.77400 1.63139 -1.30006
H 2.02794 0.97690 -2.33832
H 1.83597 2.81706 -3.89508
H 0.23244 2.24487 -3.55028
H 0.36719 4.76428 -3.46152
H -0.20134 4.04410 -1.96789
H 3.75285 5.68401 -2.23387
H 2.57266 5.94985 -3.51648
H 3.33076 4.38424 -3.34787
H 0.38451 6.01769 -0.63832
H 0.98902 6.83155 -2.08101
H 2.03027 6.65649 -0.66319
H 3.49565 2.26400 0.91802
H 3.20978 0.79576 -0.02994
H 1.85094 1.63466 0.71952
C 3.44980 -1.40830 -7.12280
C 2.45684 -1.35603 -5.93636
C 1.67505 -2.67057 -5.82129
C 0.54598 -2.83695 -6.83811
C -0.35237 -1.60283 -6.86399
C 0.42822 -0.31274 -7.10751
N 1.51477 -0.19933 -6.08377
O 1.05898 0.19865 -4.94736
C 0.98711 -0.29644 -8.53706
C -0.48728 0.89760 -6.98680
C 3.27553 -1.15591 -4.66659
H 3.48432 -0.46017 -7.65573
H 4.45924 -1.60278 -6.76400
H 3.20733 -2.19264 -7.83914
H 1.24591 -2.73435 -4.81607
H 2.38479 -3.49569 -5.90954
H 0.94875 -3.04059 -7.83334
H -0.04767 -3.71215 -6.56963
H -1.11543 -1.70034 -7.63884
H -0.88198 -1.52498 -5.90902
H 1.59483 0.59350 -8.70385
H 0.15409 -0.27065 -9.23915
H 1.58558 -1.16654 -8.78791
H -0.99806 0.92895 -6.02690
H -1.24151 0.84863 -7.77180
H 0.07469 1.82459 -7.10739
H 3.79067 -0.19391 -4.67835
H 4.02377 -1.94621 -4.61022
H 2.66094 -1.20723 -3.77000

Record 7
17
Properties=species:S:1:pos:R:3 method="wB97M-V/def2-TZVPD" energy_ha=-707.0415 total_charge=0 de_lowest_kcal_mol=32.6
O -0.95067 0.97944 -2.99321
C -0.11245 0.16903 -2.71045
C 0.43674 0.07595 -1.33498
C 0.01238 1.21096 -0.38828
C 0.41524 0.87311 1.06789
S -0.97397 0.76535 2.30740
H 0.29133 -0.53376 -3.45173
H 0.16724 -0.87794 -0.87218
H 1.53107 0.11331 -1.41009
H -1.07181 1.25222 -0.32075
H 0.48916 2.14195 -0.67112
H 0.87404 -0.10872 1.21349
H 1.14790 1.55979 1.47934
H -0.87874 2.05288 2.65847
O -0.22160 -2.98693 1.76811
H -0.87096 -3.17208 1.11288
H -0.28491 -3.51457 2.54522

Record 8
12
Properties=species:S:1:pos:R:3 method="wB97M-V/def2-TZVPD" energy_ha=-302.5119 total_charge=0 de_lowest_kcal_mol=113.7
C -0.51887 0.21444 1.08348
C -0.30079 0.14211 -1.13122
N -0.83995 1.04653 -1.72523
N 0.45193 -0.89961 -1.02602
C 1.03181 -0.60837 0.42755
O 2.07517 0.02156 0.48256
H -1.26675 0.92179 0.70919
H 0.02999 0.74735 1.86391
H -1.06543 -0.62549 1.52269
H -1.50349 1.72202 -1.38339
H 1.07199 -1.13902 -1.79651
H 0.83437 -1.54332 0.97301

Record 9
15
Properties=species:S:1:pos:R:3 method="wB97M-V/def2-TZVPD" energy_ha=-304.7878 total_charge=0 de_lowest_kcal_mol=29.9
N 0.59236 -2.55370 -1.51918
C 0.21939 -1.82116 -0.70469
C -0.30801 -0.86015 0.30092
N -1.69117 -1.14091 0.67056
C -0.15645 0.54883 -0.27226
C 1.21990 1.07822 -0.56709
C 0.41435 1.66382 0.55593
H 0.30202 -0.97989 1.20708
H -1.77282 -2.07919 1.05579
H -2.26821 -1.12998 -0.16610
H -0.94041 0.79396 -0.98760
H 2.05744 0.43289 -0.31657
H 1.38411 1.67915 -1.45864
H 0.02163 2.67142 0.43974
H 0.71615 1.41949 1.56946

Record 10
7
Properties=species:S:1:pos:R:3 method="wB97M-V/def2-TZVPD" energy_ha=-2735.4546 total_charge=+1 s_squared=0.8597 spin_multiplicity=2
Ga 2.78448 -0.70796 0.52928
S 0.40440 -0.18670 -1.17053
O 1.33664 -1.08891 -0.30012
C -0.90696 0.15471 -0.15033
F -1.16222 -0.63834 0.83914
F -2.00815 0.54966 -0.71220
F -0.44817 1.91755 0.96476